Entry 1:
DFT (the ωB97M-V functional and the def2-TZVPD basis) results for 2 unconnected molecules or ions with the total composition C11H22Si at a distorted geometry.

Properties
LUMO level ... 0.78 eV
Total energy ... -19636.678 eV
Relative energy (zero: lowest compared OMol25 entry of this formula, charge and spin) ... 3.245 eV

```
34
Properties=species:S:1:pos:R:3:forces:R:3:lowdin_charge:R:1
C -1.755 -2.729 0.545 -3.1 -2.9 0.6 0.02
C -1.152 -1.768 0.191 1.7 1.9 -0.9 -0.23
C -1.106 2.558 1.412 0.0 -1.1 0.7 -0.17
C -2.788 1.393 -0.190 -0.7 -3.7 1.9 -0.19
C 0.628 -0.670 2.568 0.5 1.0 0.8 -0.17
C 2.661 0.109 1.305 -3.9 0.5 -0.7 -0.08
C -0.016 0.145 -2.986 0.0 -0.7 0.4 -0.14
C 1.520 -1.730 -2.257 -0.3 -1.4 0.8 -0.16
C -1.384 1.898 0.111 0.5 -2.7 -2.4 -0.34
C 1.407 -0.792 1.265 -2.2 0.9 -0.3 -0.46
C 0.946 -0.380 -1.886 -0.3 1.6 0.3 -0.52
Si 0.077 -0.402 -0.122 0.0 1.9 0.0 0.85
H -2.534 -3.523 0.751 1.7 1.4 -0.2 0.06
H -1.500 2.059 2.359 0.7 0.1 -1.4 0.10
H -0.026 2.719 1.435 -0.2 0.3 0.6 0.07
H -1.653 3.462 1.361 -0.3 1.6 0.2 0.05
H -2.909 0.895 -1.211 0.1 1.2 1.2 0.07
H -3.615 2.082 0.081 0.5 0.0 -0.5 0.06
H -3.010 0.428 0.565 0.5 2.4 -1.8 0.11
H 1.257 -0.856 3.401 1.1 -0.3 0.9 0.06
H 0.157 0.271 2.884 0.2 0.3 -0.9 0.07
H -0.124 -1.373 2.696 -1.6 -1.5 -0.2 0.03
H 2.374 0.981 1.919 0.6 -0.2 -0.5 0.09
H 2.845 0.315 0.278 1.1 0.7 -0.5 0.04
H 3.320 -0.501 1.772 2.9 -1.2 1.3 0.04
H -0.699 -0.670 -3.164 -0.4 -0.4 -0.4 0.06
H -0.672 0.937 -2.615 0.5 0.4 -0.3 0.04
H 0.482 0.350 -3.954 -0.2 0.2 0.6 0.08
H 0.693 -2.459 -2.598 1.3 1.1 0.4 0.10
H 2.007 -2.203 -1.324 -0.3 0.5 -1.7 0.09
H 2.238 -1.535 -3.069 -0.1 -0.7 0.3 0.07
H -1.075 2.483 -0.806 0.3 -0.5 1.3 0.08
H 1.598 -1.871 1.151 0.4 0.3 -0.2 0.10
H 1.809 0.376 -1.866 -1.1 -0.9 0.5 0.11
```
Positions in Å, forces in eV/Å.

Entry 2:
DFT (the ωB97M-V functional and the def2-TZVPD basis) results for 3 unconnected molecules or ions with the total composition C3H14N2O2 at a distorted geometry.

Properties
SMILES ... NCCCN.O.O
LUMO level ... 0.67 eV
Total energy ... -10412.685 eV
Relative energy (zero: lowest compared OMol25 entry of this formula, charge and spin) ... 1.107 eV

```
21
Properties=species:S:1:pos:R:3:forces:R:3:lowdin_charge:R:1
C -0.230 1.618 1.574 -0.6 -0.5 0.1 -0.30
C -0.898 0.420 0.882 -0.2 0.5 0.3 -0.21
C -0.700 -0.938 1.590 1.0 0.4 -2.5 -0.22
N -0.134 -1.894 0.562 -0.3 -0.1 1.1 -0.03
N -0.984 2.832 1.197 0.9 0.1 0.5 -0.01
H 0.851 1.760 1.432 -0.1 -0.5 -0.6 0.11
H -0.297 1.349 2.631 -0.4 0.8 0.3 0.09
H -0.597 0.458 -0.174 -0.3 -0.6 0.2 0.10
H -1.979 0.600 0.964 0.2 0.4 -0.4 0.11
H 0.010 -0.761 2.395 -0.3 -0.6 0.3 0.11
H -1.664 -1.352 1.854 0.0 0.2 0.9 0.10
H -0.910 -2.511 0.338 0.3 -0.1 -0.2 0.08
H 0.562 -2.484 1.012 0.0 0.0 -0.1 0.08
H -0.308 3.591 1.196 -0.4 0.2 0.1 0.06
H -1.287 2.768 0.232 0.0 -0.2 -0.1 0.06
H 0.691 -1.818 -1.130 0.2 -0.4 0.2 -0.01
H 1.141 -3.079 -1.917 -0.1 0.0 -0.1 0.03
O 1.354 -2.157 -1.768 0.0 0.5 -0.2 -0.09
H 1.443 1.258 -2.698 0.1 0.2 0.1 0.02
H 1.073 -0.223 -2.675 0.2 0.0 -0.4 0.00
O 1.193 0.535 -3.273 -0.3 -0.3 0.2 -0.07
```
Positions in Å, forces in eV/Å.

Entry 3:
DFT (the ωB97M-V functional and the def2-TZVPD basis) results for 2 unconnected molecules or ions with the total composition C2H4N3OS at a distorted geometry.

Properties
Total charge ... +1
LUMO level ... -6.74 eV
Total energy ... -19483.658 eV
Relative energy (zero: lowest compared OMol25 entry of this formula, charge and spin) ... 0.532 eV

```
11
Properties=species:S:1:pos:R:3:forces:R:3:lowdin_charge:R:1
C 0.302 -0.755 -0.319 2.7 -0.3 1.2 -0.75
C -0.973 -1.129 -0.924 0.7 1.7 0.1 -0.23
N -0.053 0.902 2.097 1.8 -1.2 -3.7 0.06
N -0.484 1.204 3.017 -2.1 1.4 4.6 0.16
N 0.578 0.677 -0.474 -0.6 2.3 -3.2 0.11
O -1.567 -0.253 -1.492 -0.9 -0.7 -0.4 0.12
S 1.367 -1.681 0.485 -1.2 0.7 -0.9 0.94
H -1.136 -2.145 -0.709 -1.4 -1.7 -0.4 0.12
H 0.441 1.144 0.446 -0.2 -0.1 -0.6 0.07
H -0.002 1.164 -1.337 0.8 -1.6 2.9 0.25
H 1.527 0.872 -0.789 0.4 -0.4 0.4 0.16
```
Positions in Å, forces in eV/Å.

Entry 4:
DFT (the ωB97M-V functional and the def2-TZVPD basis) results for C3H6FNSi in the gas phase at a distorted geometry.

Properties
SMILES ... C[Si](C)(F)C#N
LUMO level ... 0.69 eV
Total energy ... -15294.537 eV
Relative energy (zero: lowest compared OMol25 entry of this formula, charge and spin) ... 0.000 eV

```
12
Properties=species:S:1:pos:R:3:forces:R:3:lowdin_charge:R:1
C 1.818 -0.885 0.492 -0.6 0.3 0.2 -0.27
C -0.570 1.173 1.298 4.4 0.7 0.9 -0.17
C -0.807 -0.969 -1.420 4.3 1.7 1.2 -0.12
N 2.584 -1.606 0.942 0.6 -0.5 0.2 0.09
F 1.244 1.294 -1.002 -0.5 -0.6 0.5 -0.18
Si 0.451 0.211 -0.075 -2.6 0.5 -1.6 0.57
H -1.499 0.694 1.321 -1.6 -0.1 0.3 -0.02
H -0.013 1.100 2.320 -1.1 -0.5 -1.6 0.06
H -0.501 2.298 1.199 -0.7 -1.3 -0.6 0.05
H -0.960 -0.337 -2.274 0.1 0.5 -0.4 -0.01
H 0.018 -1.691 -1.705 -1.6 0.1 0.3 0.02
H -1.765 -1.281 -1.096 -0.5 -0.9 0.7 -0.01
```
Positions in Å, forces in eV/Å.

Entry 5:
DFT (the ωB97M-V functional and the def2-TZVPD basis) results for a molecular structure, C13H12F6INO7PtS2.

Properties
LUMO level (spin up / spin down) ... 0.07 / -1.09 eV
Total energy ... -78817.758 eV
Relative energy (zero: lowest compared OMol25 entry of this formula, charge and spin) ... 0.321 eV
Spin multiplicity ... 3
Expectation value of S² ... 2.005

```
43
Properties=species:S:1:pos:R:3:forces:R:3:lowdin_spin:R:1
Pt -0.401 -0.572 -1.171 0.1 0.3 0.0 1.48
F 3.069 -3.712 -0.149 0.1 -0.1 0.1 0.00
C 2.428 -2.574 -0.350 -0.1 -0.1 -0.1 0.00
F 3.295 -1.619 -0.647 0.2 0.1 0.0 0.00
F 1.770 -2.248 0.750 -0.1 0.0 0.1 0.00
S 1.298 -2.795 -1.830 0.0 -0.2 -0.2 0.00
O 1.342 -1.543 -2.584 0.0 -0.2 0.2 0.05
O 1.721 -3.985 -2.485 0.0 0.1 0.0 0.01
N -0.122 -2.902 -1.049 0.0 0.3 -0.2 0.08
S -1.439 -3.073 -1.979 0.1 -0.2 -0.2 0.00
O -1.561 -4.336 -2.619 0.0 0.1 -0.1 0.01
O -1.614 -1.849 -2.772 -0.1 -0.3 0.4 0.06
C -2.782 -3.028 -0.681 0.1 -0.1 -0.1 0.00
F -2.365 -3.592 0.439 0.0 0.0 0.1 0.00
F -3.796 -3.719 -1.187 -0.1 0.0 0.1 0.00
F -3.181 -1.791 -0.443 0.0 0.1 0.0 0.00
I 1.340 1.115 7.377 0.0 0.0 0.0 0.00
C 0.876 0.798 5.365 0.1 0.0 0.1 0.00
C -0.229 0.028 5.033 0.0 0.0 -0.1 0.00
C -0.531 -0.177 3.696 0.0 0.0 0.0 0.00
C 0.271 0.379 2.707 0.0 0.0 0.0 0.00
C 1.379 1.144 3.052 0.1 0.0 0.0 0.00
C 1.684 1.361 4.387 0.0 0.0 -0.1 0.00
C -0.050 0.138 1.280 0.0 0.1 -0.1 0.01
O 0.754 0.517 0.368 0.0 -0.2 0.1 0.11
O -1.115 -0.457 0.955 0.0 0.1 0.0 0.11
H -0.846 -0.408 5.807 0.0 0.0 0.0 0.00
H -1.387 -0.770 3.405 0.0 0.0 0.0 0.00
H 1.999 1.558 2.269 0.0 0.0 0.0 0.00
H 2.542 1.959 4.661 0.0 0.0 0.0 0.00
C -0.902 3.708 -2.271 0.0 0.0 0.0 0.00
C 0.363 3.306 -3.041 0.0 0.0 0.0 0.00
C 0.273 1.781 -3.125 0.0 0.1 0.0 0.00
O -0.778 1.393 -2.194 0.1 0.0 0.2 0.06
C -1.092 2.524 -1.349 0.0 0.0 -0.1 0.00
H -1.754 3.797 -2.946 0.0 0.0 0.0 0.00
H -0.787 4.642 -1.724 0.0 0.0 0.0 0.00
H 1.254 3.604 -2.489 0.0 0.0 0.0 0.00
H 0.410 3.758 -4.030 0.0 0.0 0.0 0.00
H 1.201 1.288 -2.839 0.0 0.0 0.0 0.00
H -0.033 1.420 -4.104 0.0 0.0 0.0 0.00
H -0.399 2.550 -0.507 0.0 0.0 0.0 0.00
H -2.107 2.380 -0.986 0.0 0.0 0.0 0.00
```
Positions in Å, forces in eV/Å.

In the order shown, the computed molar mass values come out to 182.4 110.2 118.1 103.2 794.3 g mol⁻¹.